No. 1
{"formula": "C4H7FO", "method": "ωB97M-V/def2-TZVPD", "gap_ev": 10.0916, "e_homo_ev": -9.03, "lumo_energy_ev": 1.062, "elements": ["H", "F", "C", "H", "C", "H", "O", "H", "H", "H", "H", "C", "C"], "positions_angstrom": [[-0.3434, -1.8269, 0.2292], [-2.3255, 0.9417, -0.1010], [0.4752, -0.0166, 0.0134], [2.5931, 1.3788, -0.3170], [2.7064, 0.4602, 0.1717], [-2.6570, -0.9995, -0.6196], [1.7507, -0.4555, -0.3253], [2.7947, 0.4319, 1.2853], [3.6438, 0.0733, -0.1702], [0.5417, 1.0838, 0.0796], [-2.5486, -0.7082, 1.0957], [-0.6107, -0.7359, 0.0400], [-2.0876, -0.4185, 0.0963]], "nbo_charge": [0.22, -0.37, 0.14, 0.18, -0.26, 0.18, -0.51, 0.18, 0.19, 0.16, 0.17, -0.33, 0.04]}

***

No. 2
{"formula": "C4H7FO2", "method": "ωB97M-V/def2-TZVPD", "gap_ev": 9.9932, "e_homo_ev": -9.10, "lumo_energy_ev": 0.891, "elements": ["C", "O", "C", "H", "H", "H", "H", "C", "F", "O", "H", "C", "H", "H"], "positions_angstrom": [[0.1200, 0.4136, 0.1430], [2.2104, -0.2173, 0.9302], [1.3529, 0.9174, 0.7771], [-1.2647, -2.5404, 0.5220], [1.8142, 1.6962, 0.1456], [0.0425, 1.8352, -1.4249], [-0.9783, -1.7490, -1.0659], [-1.2503, -1.5987, -0.0371], [-1.5862, 0.5745, -1.5221], [-0.3078, -0.7966, 0.6970], [1.6605, -1.0555, 1.1527], [-0.4063, 1.0018, -0.9573], [1.1480, 1.4317, 1.8010], [-2.2654, -1.0816, -0.0021]], "nbo_charge": [0.22, -0.73, -0.10, 0.19, 0.20, 0.18, 0.19, -0.25, -0.35, -0.53, 0.49, 0.12, 0.18, 0.19]}

***

No. 3
{"formula": "C4H7FO2S", "method": "ωB97M-V/def2-TZVPD", "gap_ev": [8.3561, 8.3538], "e_homo_ev": [-10.22, -10.21], "lumo_energy_ev": [-1.860, -1.861], "elements": ["H", "O", "H", "H", "S", "C", "F", "C", "H", "C", "H", "C", "H", "H", "O"], "positions_angstrom": [[0.7713, 0.9067, -1.8399], [-1.9407, 1.7631, 1.5421], [2.0163, 0.5886, -0.6346], [-0.5959, -0.6607, 1.2820], [-1.4150, 1.3511, 0.2773], [0.1375, -1.4061, 0.8089], [1.0272, 1.2667, 1.4004], [0.2764, 1.5575, -0.0408], [1.0922, -1.4327, 1.2930], [0.9071, 0.5417, -0.8909], [-0.2279, -2.4561, 0.7640], [0.2766, -0.8411, -0.6868], [0.6636, -1.7359, -1.2343], [-0.7603, -0.9490, -1.1340], [-2.2286, 1.5062, -0.9066]], "nbo_charge": [0.24, -0.81, 0.27, 0.19, 1.97, -0.59, -0.44, 0.08, 0.22, -0.53, 0.22, -0.42, 0.23, 0.21, -0.83]}

***

No. 4
{"formula": "C4H7FOS", "method": "ωB97M-V/def2-TZVPD", "gap_ev": 9.6493, "e_homo_ev": -9.78, "lumo_energy_ev": -0.134, "elements": ["O", "C", "H", "C", "S", "H", "F", "H", "C", "H", "C", "H", "H", "H"], "positions_angstrom": [[2.6990, -1.2169, -0.8111], [0.7000, 0.7504, -0.7166], [-0.2891, -0.2812, 1.8702], [-0.1864, -0.9058, 1.0078], [2.4066, 0.3605, -0.4336], [-1.0276, -1.5051, 1.1399], [2.5481, 0.2553, 1.2595], [-1.7977, 1.1648, -1.5194], [-0.2907, 0.1489, -0.1228], [0.3762, 1.4628, -1.4428], [-1.6560, 0.5443, -0.6415], [-2.2327, 0.8727, 0.2012], [0.8032, -1.2620, 0.9765], [-2.0530, -0.3885, -0.7674]], "nbo_charge": [-0.85, -0.57, 0.23, -0.66, 1.42, 0.23, -0.51, 0.23, 0.19, 0.25, -0.65, 0.22, 0.26, 0.23]}

***

No. 5
{"formula": "C4H7FS2", "method": "ωB97M-V/def2-TZVPD", "gap_ev": 9.2229, "e_homo_ev": -8.70, "lumo_energy_ev": 0.524, "elements": ["S", "H", "H", "H", "F", "H", "C", "C", "H", "C", "S", "H", "H", "C"], "positions_angstrom": [[-0.8351, -1.4827, 0.6353], [1.0045, 1.6834, 1.3679], [-1.3571, 0.6770, -0.2680], [-0.3930, -0.5225, -1.5346], [-1.7513, 1.1664, 1.5124], [2.4398, 0.6254, -0.3449], [-0.9153, 1.4347, 0.4421], [0.5935, 0.9873, 0.6150], [-1.6555, -0.3810, 1.1873], [1.3936, 0.2417, -0.3722], [1.1487, -0.2308, -2.1500], [1.2986, -0.9442, 1.3580], [-1.0355, 2.4359, 0.1504], [0.6686, -0.4398, 0.7665]], "nbo_charge": [-0.06, 0.23, 0.18, 0.15, -0.35, 0.25, 0.04, -0.30, 0.21, -0.34, -0.07, 0.22, 0.19, -0.35]}

***

No. 6
{"formula": "C4H7FeO3", "method": "ωB97M-V/def2-TZVPD", "gap_ev": [7.6936, 7.5181], "e_homo_ev": [-19.67, -19.54], "lumo_energy_ev": [-11.973, -12.023], "spin_multiplicity": 6, "total_charge": 2, "elements": ["H", "O", "O", "C", "C", "H", "H", "H", "C", "H", "H", "H", "Fe", "C", "O"], "positions_angstrom": [[-1.6472, -0.4456, 1.4521], [0.2624, -0.7396, -0.5813], [2.1793, 1.0741, -0.2291], [2.3283, -0.0533, 0.1763], [-1.7182, 0.0172, 0.4478], [-1.5170, -0.8454, -1.5732], [3.3018, -0.5645, 0.2290], [-2.7851, 0.1682, 0.2030], [1.0531, -0.8766, 0.3757], [1.0119, -1.7392, 1.0565], [-1.3148, -2.0520, -0.2434], [0.7256, 3.7384, -0.7880], [0.2620, 2.1605, -0.4725], [-1.1721, -1.0096, -0.5478], [-0.9699, 1.1672, 0.4948]], "nbo_charge": [0.22, -0.32, -0.52, 0.41, -0.11, 0.26, 0.25, 0.26, 0.46, 0.26, 0.26, -0.18, 1.68, -0.11, -0.82]}

***

No. 7
{"formula": "C4H7HgO2", "method": "ωB97M-V/def2-TZVPD", "gap_ev": 7.6914, "e_homo_ev": -13.18, "lumo_energy_ev": -5.490, "total_charge": 1, "elements": ["Hg", "C", "O", "H", "C", "O", "C", "H", "H", "H", "C", "H", "H", "H"], "positions_angstrom": [[1.4456, 1.4166, 1.5652], [0.4935, -1.1172, -0.9458], [-2.1504, 1.2076, 0.3149], [0.9369, -0.4033, -1.6489], [-0.9505, 0.7849, -0.1668], [1.8079, -0.3209, 0.9430], [1.2687, -1.2661, 0.3148], [-1.3720, -1.2404, 0.3185], [-2.2234, 2.1642, 0.2517], [1.4387, -2.2899, 0.6868], [-0.6601, -0.5548, -0.1454], [0.2607, -2.0897, -1.3962], [-0.4064, 1.4374, -0.8587], [0.1107, 2.2715, 0.7669]], "nbo_charge": [1.24, -0.52, -0.64, 0.25, 0.16, -0.81, 0.52, 0.26, 0.50, 0.19, -0.34, 0.27, 0.20, -0.29]}

***

No. 8
{"formula": "C4H7I2P", "method": "ωB97M-V/def2-TZVPD", "gap_ev": 9.2659, "e_homo_ev": -9.32, "lumo_energy_ev": -0.058, "elements": ["C", "C", "H", "I", "P", "H", "C", "I", "H", "H", "H", "H", "H", "C"], "positions_angstrom": [[1.1876, 0.0096, 0.6464], [-0.9844, 0.3974, -0.6454], [-1.5322, 1.0333, 0.1010], [0.4048, 2.9475, -0.0030], [0.1341, -1.3901, 1.2617], [-1.8894, -1.6651, -0.4153], [0.4733, 0.8471, -0.3730], [3.0487, -0.8744, -0.1510], [-0.4405, -1.6209, -1.2285], [1.6992, 0.7409, 1.9491], [-0.7243, -0.5823, 2.1476], [-1.4372, 0.4060, -1.7107], [0.9308, 0.8619, -1.2797], [-0.8707, -1.1111, -0.2990]], "nbo_charge": [-0.65, -0.44, 0.22, 0.09, 0.60, 0.25, -0.41, 0.13, 0.24, 0.29, -0.04, 0.24, 0.23, -0.74]}

***

No. 9
{"formula": "C4H7IN2P", "method": "ωB97M-V/def2-TZVPD", "gap_ev": 7.6530, "e_homo_ev": -12.20, "lumo_energy_ev": -4.543, "total_charge": 1, "elements": ["P", "C", "I", "H", "C", "H", "C", "H", "H", "C", "H", "N", "H", "H", "N"], "positions_angstrom": [[-1.5972, -1.3848, -1.7286], [-0.1792, -0.5488, 0.0021], [-3.8489, -0.3742, -1.7823], [1.1835, 1.1808, 2.4272], [0.0962, 0.4442, -1.0789], [2.4652, 0.5110, 1.4926], [0.5803, -0.5004, 1.2960], [-0.8734, 0.6033, -3.0731], [1.1465, -1.3588, 1.2693], [-0.6841, 0.0827, -2.1647], [0.5646, 1.3695, -0.9813], [-1.1469, -1.4165, -0.1378], [1.0522, 1.3527, 0.8392], [-0.1552, -0.6543, 2.1199], [1.3962, 0.6935, 1.5004]], "nbo_charge": [0.91, 0.22, -0.01, 0.46, -0.36, 0.48, -0.30, 0.26, 0.26, -0.43, 0.21, -0.73, 0.45, 0.27, -0.68]}

***

Number 1: strongest force on any atom 3.34 eV Å⁻¹. Number 2: strongest force on any atom 2.74 eV Å⁻¹. Number 3: strongest force on any atom 5.00 eV Å⁻¹. Number 4: strongest force on any atom 6.36 eV Å⁻¹. Number 5: strongest force on any atom 5.39 eV Å⁻¹. Number 6: strongest force on any atom 2.42 eV Å⁻¹. Number 7: strongest force on any atom 6.74 eV Å⁻¹. Number 8: strongest force on any atom 4.93 eV Å⁻¹. Number 9: strongest force on any atom 4.10 eV Å⁻¹.